1.
85
Properties=species:S:1:pos:R:3:mulliken_charge:R:1 method="wB97M-V/def2-TZVPD" orbital_gap_ev=8.37 molar_mass_da=641.8
C -3.25 3.48 0.72 -1.221
C -2.20 2.41 0.06 1.133
C -1.05 3.29 -0.62 -1.363
C -0.12 2.55 -1.70 1.045
C 1.14 3.57 -1.97 -1.372
Si 0.58 0.84 -1.22 -0.929
C 2.49 0.93 -1.63 -0.707
C 3.16 -0.56 -1.66 -0.504
C 3.81 -1.01 -0.28 0.688
C 3.84 -0.19 1.03 0.103
C 4.47 -0.78 2.34 -0.584
C 5.10 -2.22 2.37 -0.486
C 5.10 -3.01 1.04 -0.515
C 4.48 -2.43 -0.25 -0.581
O 0.03 -0.51 -2.17 -0.677
Si -1.66 -0.80 -2.17 0.200
Br -2.88 0.71 -3.43 -0.304
C -1.89 -2.48 -3.12 -0.590
C -0.51 -3.33 -3.05 -0.048
N -0.57 -4.64 -2.84 -0.643
C -2.48 -1.07 -0.47 -0.124
C -2.36 -2.60 0.01 -0.391
F -2.36 -2.71 1.45 -0.339
C 0.59 0.48 0.69 1.127
C 0.46 -1.00 1.20 -0.063
C 0.48 -1.23 2.75 -0.659
C 0.62 0.04 3.63 -0.350
N 0.78 1.39 3.20 -0.550
C 0.76 1.56 1.79 -0.074
H -4.34 3.17 0.50 0.309
H -3.08 3.50 1.85 0.299
H -3.06 4.55 0.33 0.321
H -1.85 1.77 0.94 -0.123
H -2.82 1.78 -0.66 -0.303
H -1.59 4.13 -1.20 0.526
H -0.46 3.86 0.20 0.141
H -0.70 2.56 -2.70 0.310
H 0.64 4.60 -2.15 0.460
H 1.60 3.26 -2.97 0.335
H 1.87 3.60 -1.10 0.227
H 2.67 1.35 -2.69 0.373
H 3.04 1.60 -0.86 0.324
H 2.46 -1.35 -2.09 -0.084
H 4.03 -0.46 -2.42 0.496
H 3.37 0.85 1.07 0.052
H 4.45 -0.16 3.31 0.402
H 5.55 -2.63 3.35 0.426
H 5.57 -4.05 0.99 0.298
H 4.49 -3.04 -1.23 0.277
H -2.05 -2.23 -4.23 0.435
H -2.77 -3.08 -2.70 0.332
H 0.52 -2.86 -3.21 0.258
H -1.56 -4.92 -2.73 0.291
H -3.61 -0.85 -0.61 0.434
H -2.12 -0.40 0.38 0.129
H -3.21 -3.22 -0.45 0.260
H -1.39 -3.07 -0.39 0.203
H 0.35 -1.89 0.50 0.516
H 0.37 -2.26 3.23 0.341
H 0.60 -0.14 4.77 0.301
H 0.90 2.65 1.41 0.230
C 3.54 -2.56 5.53 -0.871
C 4.70 -2.97 6.39 0.523
O 5.78 -2.40 6.34 -0.659
N 4.52 -4.01 7.25 -0.156
C 3.33 -4.81 7.45 -0.776
H 3.84 -1.72 4.90 -0.180
H 3.24 -3.38 4.88 0.444
H 2.70 -2.24 6.15 0.574
H 5.34 -4.23 7.79 0.240
H 3.03 -4.72 8.50 0.273
H 3.57 -5.85 7.24 0.271
H 2.51 -4.49 6.82 0.310
C -6.19 4.90 -6.35 -1.239
C -5.04 4.51 -5.48 0.855
O -3.97 5.10 -5.51 -0.654
N -5.20 3.45 -4.63 -0.050
C -6.38 2.63 -4.45 -0.856
H -5.91 5.75 -6.97 0.283
H -6.46 4.07 -7.01 0.342
H -7.05 5.19 -5.74 0.347
H -4.38 3.25 -4.07 0.066
H -6.69 2.70 -3.40 0.274
H -6.11 1.59 -4.66 0.256
H -7.20 2.93 -5.09 0.365



2.
81
Properties=species:S:1:pos:R:3:mulliken_charge:R:1 method="wB97M-V/def2-TZVPD" orbital_gap_ev="4.62 / 4.11" de_lowest_kj_mol=728.1 total_charge=+2 spin_multiplicity=3 molar_mass_da=761.6
N -6.21 4.58 -5.30 -0.546
C -5.94 4.92 -4.03 -0.375
C -5.03 4.21 -3.25 -0.433
C -4.41 3.08 -3.77 0.632
C -4.72 2.72 -5.11 -0.483
C -5.65 3.50 -5.80 -0.347
C -3.37 2.48 -2.95 -0.369
Pt -0.30 -0.06 -2.43 0.802
P 2.57 -0.72 -1.09 1.158
C -2.41 1.63 -3.35 -0.568
C -1.10 1.85 -2.79 1.429
C 0.08 1.71 -3.63 -1.215
C 1.32 1.93 -3.01 0.290
C 1.42 2.17 -1.62 -0.510
C 0.28 2.58 -0.95 -0.444
C -0.96 2.22 -1.42 -0.456
Br 2.09 -0.16 1.75 -0.438
H -3.30 2.96 -1.96 0.179
H -2.42 0.97 -4.20 0.351
H -4.78 4.54 -2.23 0.340
H -4.26 1.88 -5.65 0.325
H -6.43 5.81 -3.59 0.340
H -5.94 3.27 -6.82 0.376
H -0.09 1.29 -4.64 0.629
H -1.80 2.26 -0.74 0.332
H 2.20 1.76 -3.63 0.487
H 0.33 3.14 -0.02 0.448
P -0.25 -2.06 -1.38 0.649
C 3.27 0.99 -0.60 -0.159
C 4.69 1.31 -0.93 -1.578
H 3.13 1.10 0.51 0.501
H 2.40 2.16 -1.01 -0.452
H 4.87 2.35 -0.61 0.468
H 5.41 0.70 -0.36 0.342
H 4.91 1.25 -2.02 0.321
C 3.39 -0.88 -2.80 -0.635
C 4.80 -1.52 -2.94 -1.264
H 3.47 0.16 -3.14 0.202
H 2.68 -1.40 -3.46 0.420
H 5.01 -1.64 -4.03 0.409
H 5.53 -0.79 -2.55 0.274
H 4.96 -2.51 -2.46 0.447
C 3.61 -2.04 -0.17 -0.540
C 4.71 -1.63 0.80 -1.268
H 4.04 -2.59 -1.02 0.517
H 2.94 -2.74 0.28 0.357
H 4.66 -2.12 1.78 0.334
H 5.70 -1.92 0.41 0.292
H 4.69 -0.55 0.98 0.261
C -0.36 -3.21 0.06 -0.611
C -1.34 -4.41 -0.08 -1.234
H -0.57 -2.63 0.96 0.384
H 0.66 -3.60 0.20 0.298
H -2.35 -4.19 0.29 0.303
H -1.43 -4.75 -1.12 0.306
H -0.98 -5.28 0.50 0.398
C 0.42 -3.21 -2.68 -0.133
C -0.10 -2.86 -4.08 -1.180
H 0.18 -4.25 -2.41 0.609
H 1.51 -3.07 -2.63 0.107
H -1.13 -3.20 -4.23 0.342
H -0.09 -1.76 -4.25 0.144
H 0.52 -3.33 -4.85 0.432
C -2.03 -1.64 -1.78 -0.521
C -2.86 -1.23 -0.58 -0.682
H -2.47 -2.45 -2.37 0.656
H -2.00 -0.73 -2.49 0.142
H -3.63 -0.51 -0.88 0.391
H -3.33 -2.09 -0.09 0.297
H -2.24 -0.71 0.17 -0.099
C -1.55 1.31 4.13 -0.910
N -0.44 0.67 3.45 0.003
C 0.52 -0.01 4.30 -0.843
C -0.56 0.52 2.14 0.264
N -0.98 0.60 1.04 -0.553
H -1.37 1.25 5.20 0.342
H -2.48 0.80 3.85 0.322
H -1.62 2.35 3.79 0.292
H 0.47 -1.10 4.20 0.314
H 1.54 0.30 4.04 0.289
H 0.29 0.29 5.33 0.302



3.
80
Properties=species:S:1:pos:R:3:mulliken_charge:R:1 method="wB97M-V/def2-TZVPD" orbital_gap_ev="6.32 / 3.90" de_lowest_kj_mol=0.0 total_charge=+4 spin_multiplicity=5 molar_mass_da=661.0
N 5.65 -0.10 -9.51 -0.230
C 6.14 -0.93 -8.59 -0.293
C 5.59 -0.99 -7.30 -0.303
C 4.47 -0.18 -6.98 0.616
C 3.99 0.70 -7.98 -0.293
C 4.62 0.70 -9.23 -0.310
C 3.82 -0.32 -5.68 0.067
Pd -0.22 0.24 -0.20 0.449
P -5.55 -1.67 0.70 0.363
C 2.55 0.10 -5.44 -0.200
C 1.85 -0.13 -4.21 1.200
C 0.44 -0.08 -4.19 -0.716
C -0.25 -0.30 -3.00 -0.845
C 0.56 -0.47 -1.89 0.374
C 1.92 -0.73 -1.86 -0.893
C 2.59 -0.48 -3.06 -0.545
Br -1.24 -1.95 0.52 -0.384
H 4.41 -0.88 -4.93 0.264
H 1.95 0.55 -6.24 0.287
H 5.98 -1.70 -6.59 0.460
H 3.14 1.35 -7.82 0.436
H 6.99 -1.55 -8.85 0.420
H 4.26 1.36 -10.03 0.424
H -0.12 0.10 -5.12 0.472
H 3.68 -0.59 -3.11 0.316
H -1.32 -0.35 -2.88 0.667
H 2.39 -1.04 -0.95 0.711
P -0.76 2.35 -0.39 0.509
C -4.36 -2.99 0.22 -0.089
C -5.05 -4.27 -0.23 -1.378
H -3.73 -3.18 1.10 0.380
H -3.69 -2.59 -0.56 0.119
H -4.33 -5.09 -0.24 0.392
H -5.86 -4.54 0.47 0.382
H -5.48 -4.16 -1.23 0.347
C -5.68 -0.65 -0.81 0.176
C -7.03 0.07 -0.88 -1.221
H -5.57 -1.36 -1.65 0.467
H -4.83 0.05 -0.82 -0.319
H -7.19 0.45 -1.90 0.384
H -7.86 -0.62 -0.65 0.381
H -7.08 0.90 -0.18 0.344
C -4.72 -0.56 1.91 0.006
C -4.95 -1.08 3.34 -1.286
H -5.18 0.43 1.79 0.415
H -3.66 -0.51 1.63 -0.070
H -4.55 -0.36 4.07 0.378
H -6.02 -1.21 3.55 0.388
H -4.45 -2.04 3.48 0.355
C -0.93 3.18 1.21 -0.252
C -0.36 4.60 1.33 -1.238
H -0.46 2.51 1.95 0.191
H -2.01 3.19 1.39 0.582
H 0.74 4.59 1.38 0.307
H -0.67 5.26 0.52 0.331
H -0.72 5.04 2.27 0.418
C -2.39 2.37 -1.21 -0.118
C -2.42 2.90 -2.64 -1.355
H -3.02 2.98 -0.55 0.606
H -2.75 1.33 -1.16 -0.182
H -2.17 3.96 -2.70 0.387
H -1.75 2.34 -3.31 0.236
H -3.43 2.78 -3.04 0.432
C 0.47 3.25 -1.39 -0.660
C 1.90 3.03 -0.91 -1.174
H 0.18 4.31 -1.37 0.627
H 0.34 2.91 -2.43 0.418
H 2.57 3.01 -1.78 0.311
H 2.24 3.83 -0.24 0.361
H 2.01 2.07 -0.39 0.209
C 1.69 0.47 3.49 -1.121
C 1.65 -0.68 2.52 0.768
C 1.28 -2.01 3.13 -1.221
O 1.88 -0.51 1.31 -0.480
H 2.15 0.17 4.44 0.453
H 0.67 0.81 3.69 0.236
H 2.27 1.29 3.05 0.301
H 0.21 -2.02 3.35 0.281
H 1.53 -2.82 2.45 0.305
H 1.82 -2.14 4.08 0.470